{"formula": "C3H11NP2S", "method": "the ωB97M-V functional and the def2-TZVPD basis", "smiles": "CSP(C)#P(C)N", "gap_ha": 0.3127, "largest_force_ev_per_a": 3.3, "relative_energy_kcal_mol": 0.0, "homo_energy_ev": -7.76, "elements": ["C", "S", "P", "C", "P", "C", "N", "H", "H", "H", "H", "H", "H", "H", "H", "H", "H", "H"], "positions_angstrom": [[3.141, 0.020, -0.505], [1.810, 0.879, 0.397], [0.235, -0.388, -0.389], [0.378, -1.825, 0.806], [-1.516, 0.480, 0.686], [-2.872, 0.031, -1.004], [-1.200, 2.204, 0.561], [4.059, 0.442, -0.010], [3.139, 0.127, -1.668], [2.965, -1.023, -0.244], [-0.611, -1.928, 1.115], [1.034, -1.390, 1.570], [0.865, -2.687, 0.283], [-3.645, -0.541, -0.464], [-2.262, -0.531, -1.707], [-3.224, 0.981, -1.378], [-1.949, 2.763, 0.945], [-0.346, 2.384, 1.006]], "forces_ev_per_a": [[0.345, 0.546, -0.786], [-0.586, -0.078, -0.676], [0.435, 0.567, 0.071], [2.413, 0.760, -1.569], [-1.577, 0.037, -1.778], [1.580, 0.342, 2.851], [-1.473, -1.268, -1.213], [-0.641, -0.772, -0.875], [-0.051, 0.108, 2.240], [0.707, -0.083, -0.168], [-1.468, -1.041, 0.902], [-0.349, -0.645, 0.229], [-0.733, 0.566, 0.706], [0.305, 0.193, -0.650], [-0.291, 0.005, -0.022], [-0.049, 0.115, -0.140], [0.075, -0.021, 0.172], [1.358, 0.667, 0.705]]}